Record 1
Computed, not measured: a molecular structure, C36H31I2N4NaOP, with ωB97M-V/def2-TZVPD.

```
76
Properties=species:S:1:pos:R:3:mulliken_charge:R:1
I 1.197 2.265 -1.945 0.109
I 3.396 4.227 -2.594 -0.560
P -0.862 0.882 -1.823 1.352
Na 1.694 -0.453 -0.049 1.123
O 0.351 -0.770 -1.624 -0.661
N 3.764 0.032 0.114 -0.344
N 2.079 -1.546 1.963 0.338
N 0.367 1.059 1.330 0.489
N -0.161 4.264 3.966 -0.578
C -0.759 1.213 2.025 -0.586
C 4.814 0.718 -0.345 -0.609
C -1.462 -1.400 -0.433 1.106
C 4.076 -0.306 1.413 0.064
C -3.254 0.202 -0.369 -0.607
C 1.660 -6.579 2.014 -0.421
C -0.071 -1.722 -0.902 -1.489
C -3.612 4.686 -1.673 -0.482
C -3.716 3.837 -2.763 -0.803
C -0.986 2.250 2.909 -0.750
C 5.829 0.839 0.619 -0.713
C 1.805 -4.792 3.615 -0.647
C -1.574 -0.603 -6.164 -0.492
C -3.477 -1.936 0.742 -0.760
C -1.998 2.397 -1.849 0.099
C -0.705 1.041 -4.638 -0.189
C 0.016 3.204 3.104 1.008
C 3.235 -1.066 2.264 -0.161
C -1.824 -0.900 -3.793 -0.415
C 1.524 -3.854 2.627 0.687
C 1.444 -2.378 2.963 -1.505
C -1.976 -0.151 -0.779 1.106
C -2.032 -1.347 -5.088 -0.767
C -2.919 2.702 -2.847 -0.317
C 5.355 0.183 1.747 -0.878
C -3.997 -0.697 0.388 -0.764
C 1.381 -5.647 1.022 -0.774
C 1.313 -4.296 1.322 0.201
C 1.872 -6.146 3.314 -0.579
C -0.912 0.592 -5.934 -0.759
C -2.202 -2.291 0.329 -0.787
C 1.345 1.941 1.565 -0.447
C 1.221 3.015 2.423 -0.860
C -1.159 0.300 -3.550 0.432
C -1.902 3.267 -0.762 0.274
C -2.700 4.395 -0.667 -0.875
H -4.236 5.569 -1.611 0.369
H 6.773 1.349 0.500 0.432
H -3.683 1.160 -0.629 0.334
H 2.047 3.702 2.550 0.361
H -1.765 -3.249 0.586 0.536
H -1.103 4.504 4.213 0.203
H 5.852 0.056 2.699 0.434
H -3.027 2.045 -3.700 0.349
H 0.470 5.040 3.869 0.210
H -1.179 3.065 0.022 0.093
H -2.605 5.058 0.185 0.431
H -1.730 -0.959 -7.175 0.371
H 0.386 -2.094 3.029 0.342
H 1.222 -5.974 0.001 0.406
H -4.994 -0.422 0.711 0.407
H 3.649 -1.244 3.269 0.238
H 1.983 -4.459 4.632 0.326
H -0.187 1.978 -4.486 0.345
H 1.094 -3.566 0.549 0.648
H -4.073 -2.617 1.338 0.379
H -0.546 1.183 -6.765 0.409
H 4.806 1.117 -1.352 0.451
H 2.283 1.780 1.042 0.362
H -2.547 -2.286 -5.249 0.405
H -2.185 -1.499 -2.969 0.309
H 1.714 -7.634 1.773 0.362
H 2.099 -6.863 4.094 0.365
H -1.931 2.325 3.433 0.346
H 1.892 -2.225 3.956 0.345
H -4.421 4.056 -3.556 0.407
H -1.532 0.470 1.856 0.220
```

As for the charge: -1. For the gap between HOMO and LUMO, the calculation gives 0.225 hartree. The energy relative to the best compared isomer or geometry (same formula, charge and spin) is 46.9 kcal/mol.

Record 2
Computed, not measured: a single C4H8N2S molecule, with ωB97M-V/def2-TZVPD.

```
15
Properties=species:S:1:pos:R:3:mulliken_charge:R:1
S -1.082 0.972 0.292 -0.098
N 1.268 2.120 -1.033 -0.121
N 0.880 2.830 -0.131 -0.357
C 0.134 0.776 -0.949 0.328
C -1.258 -0.914 0.749 -0.575
C -0.040 -1.432 1.432 -0.854
C 0.428 -0.126 -1.882 -0.589
H -0.145 -1.063 -2.219 0.211
H 1.373 3.766 0.065 0.220
H 0.459 -0.533 2.046 0.257
H -1.674 -1.452 -0.146 0.348
H 1.322 -0.070 -2.493 0.281
H -0.399 -2.334 2.053 0.290
H -2.036 -0.712 1.426 0.380
H 0.770 -1.828 0.788 0.279
```

As for the charge: 0. For the gap between HOMO and LUMO, the calculation gives 0.345 hartree. The energy relative to the best compared isomer or geometry (same formula, charge and spin) is 102.3 kcal/mol. The SMILES is [H]/N=N/C(=C)SCC.

Here are the calculated max |F| numbers, same order: 1.8; 3.1 (eV/Å).
Here are the calculated HOMO numbers, same order: -4.24; -8.52 (eV).